Arrangement one

This record from the OMol25 dataset describes an isolated molecule of C3H8N2. The level of theory is ωB97M-V/def2-TZVPD.

Gap between HOMO and LUMO = 7.9 eV
LUMO energy = 1.038 eV

Each line ends with the natural charge from an NBO analysis.
Element x y z (Å)
C -0.5678 -0.3139 -1.6079  -0.649
C 0.2050 -0.2857 -0.3157  0.133
N 1.5126 0.0948 -0.2265  -0.789
C -0.4523 -0.5602 0.8692  -0.119
N -0.0806 0.0806 2.0780  -0.857
H -1.3979 0.3815 -1.5363  0.219
H -1.0228 -1.3018 -1.7651  0.233
H 0.0148 -0.0721 -2.5047  0.214
H 1.7315 0.7225 -0.9733  0.353
H 1.7966 0.6752 0.5407  0.359
H -1.4719 -0.8192 0.6799  0.181
H 0.5803 0.9606 2.0971  0.348
H -0.8475 0.4376 2.6646  0.374


Arrangement two

This record from the OMol25 dataset describes an isolated molecule of C3H8N2. The level of theory is ωB97M-V/def2-TZVPD.

Gap between HOMO and LUMO = 9.7 eV
LUMO energy = 1.183 eV

Each line ends with the natural charge from an NBO analysis.
Element x y z (Å)
C -2.3467 0.3168 -0.0210  -0.189
N -1.4059 -0.4150 -0.5678  -0.207
N -0.4297 -0.8807 0.2589  -0.437
C 0.9428 -0.7787 -0.2191  -0.212
C 1.5572 0.6408 -0.0846  -0.629
H -2.4762 0.6229 1.0785  0.153
H -3.1230 0.6323 -0.6686  0.181
H -0.4423 -0.5362 1.2524  0.325
H 1.5330 -1.4222 0.4709  0.188
H 1.0239 -1.0891 -1.2383  0.207
H 1.5598 0.9525 0.9561  0.199
H 2.5739 0.6331 -0.4772  0.212
H 1.0333 1.3236 -0.7401  0.211


The structure with the greatest stability is arrangement one.


Arrangement one

This record from the OMol25 dataset describes an isolated molecule of C3H8N2. The level of theory is ωB97M-V/def2-TZVPD.

Gap between HOMO and LUMO = 10.1 eV
LUMO energy = 1.023 eV

Each line ends with the natural charge from an NBO analysis.
Element x y z (Å)
H -2.4036 -1.9288 0.0926  0.321
N -1.8298 -1.8386 0.9492  -0.691
C -0.7480 -1.1981 0.7296  0.286
N -0.2289 -0.7523 -0.4860  -0.634
C 0.9042 0.1232 -0.5315  -0.212
C 0.6529 1.5686 -0.0631  -0.629
H -0.0805 -0.9711 1.6375  0.156
H -0.9590 -0.4962 -1.1540  0.376
H 1.2579 0.0932 -1.5643  0.200
H 1.7310 -0.3215 0.1165  0.195
H 0.4116 1.5066 1.0328  0.207
H -0.2412 2.0167 -0.5184  0.206
H 1.5334 2.1983 -0.2412  0.218


Arrangement two

This record from the OMol25 dataset describes an isolated molecule of C3H8N2. The level of theory is ωB97M-V/def2-TZVPD.

Gap between HOMO and LUMO = 9.8 eV
LUMO energy = 0.965 eV

Each line ends with the natural charge from an NBO analysis.
Element x y z (Å)
N -0.8859 1.4811 0.0685  -0.868
C 0.1352 0.5813 0.5637  -0.072
C 1.2342 0.2257 -0.4186  -0.453
C 0.1972 -0.7916 0.1366  -0.059
N -0.7694 -1.4566 -0.6947  -0.809
H -1.5575 1.8578 0.8759  0.376
H -0.4448 2.3769 -0.6357  0.379
H 0.4818 0.7455 1.5454  0.187
H 2.2748 0.1887 -0.1582  0.217
H 0.9604 0.3344 -1.4337  0.225
H 0.5058 -1.3997 0.9751  0.169
H -0.4513 -2.5593 -0.7576  0.353
H -1.6804 -1.5842 -0.0668  0.355


Arrangement three

This record from the OMol25 dataset describes an isolated molecule of C3H8N2. The level of theory is ωB97M-V/def2-TZVPD.

Gap between HOMO and LUMO = 9.5 eV
LUMO energy = 0.873 eV

Each line ends with the natural charge from an NBO analysis.
Element x y z (Å)
H -2.3698 0.7101 -0.1084  0.338
N -2.2729 -0.3303 -0.0230  -0.703
C -1.1207 -0.8313 0.0639  0.275
N 0.0607 -0.1487 -0.1081  -0.478
C 1.3513 -0.7837 -0.0107  -0.403
C 0.0563 1.1633 0.0310  -0.389
H -1.0864 -1.9035 -0.0451  0.175
H 2.1403 0.0546 -0.3126  0.211
H 1.4214 -1.5843 -0.7818  0.210
H 1.6088 -1.1731 1.0699  0.195
H -0.1722 1.8670 -0.9207  0.174
H 1.1050 1.5299 0.3919  0.201
H -0.7219 1.4299 0.7538  0.195


The structure with the greatest stability is arrangement one.


Arrangement one

This record from the OMol25 dataset describes an isolated molecule of C3H2N4O. The level of theory is ωB97M-V/def2-TZVPD.

Gap between HOMO and LUMO = 9.1 eV
LUMO energy = -1.210 eV

Each line ends with the natural charge from an NBO analysis.
Element x y z (Å)
O -1.3179 -1.6807 -0.4174  -0.483
C -0.2868 -0.8763 -0.6720  0.582
C -0.3841 0.6271 -1.1443  0.044
N -0.6274 1.5028 -0.1912  -0.398
C -0.4749 0.8940 1.0665  0.213
N 0.6524 0.3358 1.3870  -0.278
N 1.5745 -0.0217 0.4880  0.080
N 1.1326 -0.7710 -0.5365  -0.241
H -0.5946 1.0205 -2.2193  0.245
H -1.1127 1.2346 2.0256  0.237


Arrangement two

This record from the OMol25 dataset describes an isolated molecule of C3H2N4O. The level of theory is ωB97M-V/def2-TZVPD.

Gap between HOMO and LUMO = 8.2 eV
LUMO energy = -1.776 eV

Each line ends with the natural charge from an NBO analysis.
Element x y z (Å)
O 1.3118 -1.6433 1.0147  -0.491
C 1.2128 -0.4722 0.5631  0.679
N 1.5572 -0.1184 -0.7968  -0.126
N 0.6103 -0.0275 -1.5335  -0.063
C -0.6824 -0.1802 -0.8235  -0.092
C -1.1652 0.5553 0.2121  -0.104
N -0.3208 1.2370 1.0652  -0.094
N 0.9704 0.8006 1.1048  -0.177
H -1.4007 -0.8596 -1.3868  0.238
H -2.0934 0.7084 0.5807  0.229


Arrangement three

This record from the OMol25 dataset describes an isolated molecule of C3H2N4O. The level of theory is ωB97M-V/def2-TZVPD.

Gap between HOMO and LUMO = 8.9 eV
LUMO energy = -1.183 eV

Each line ends with the natural charge from an NBO analysis.
Element x y z (Å)
O 1.6060 1.4503 -0.7476  -0.477
C 1.0591 0.5192 -0.2207  0.602
C 0.3621 0.6701 1.1549  0.023
N -0.9444 0.6997 1.1446  -0.231
N -1.5911 0.6339 -0.0325  0.065
N -1.4027 -0.3320 -0.8274  -0.225
C -0.2937 -1.1854 -0.8082  0.244
N 0.9390 -0.8171 -0.6701  -0.439
H 0.8243 0.5562 2.1393  0.230
H -0.5587 -2.1950 -1.1324  0.208


The structure with the greatest stability is arrangement three.


Arrangement one

This record from the OMol25 dataset describes a 2-piece molecular cluster, Cl3H5Si3 overall. The level of theory is ωB97M-V/def2-TZVPD.

Gap between HOMO and LUMO (spin up / spin down) = 8.3 / 7.7 eV
LUMO energy (spin up / spin down) = -1.632 / -1.361 eV

Each line ends with the natural charge from an NBO analysis.
Element x y z (Å)
Si 0.2432 -0.9751 -0.1478  0.337
Si -1.2883 0.6848 0.3024  0.226
Si -3.5223 0.0446 0.0188  0.993
Cl -3.3714 -1.7358 -0.9669  -0.351
Cl -4.4175 1.5302 -0.9814  -0.323
Cl -4.7363 -0.4259 1.6621  -0.353
H 0.2947 -0.5854 -1.5523  -0.120
H 0.0669 -2.5624 -0.1169  -0.085
H 1.5689 -0.7663 0.8000  -0.096
H -1.1963 1.5296 1.5867  -0.111
H -0.9648 1.9016 -1.9205  -0.115


Arrangement two

This record from the OMol25 dataset describes an isolated molecule of Cl3H5Si3. The level of theory is ωB97M-V/def2-TZVPD.

Gap between HOMO and LUMO = 9.1 eV
LUMO energy = -0.608 eV

Each line ends with the natural charge from an NBO analysis.
Element x y z (Å)
Si 1.2596 0.4662 -0.3133  0.342
Si -0.6042 -0.1307 0.9939  0.547
Cl -0.4634 -0.3612 3.0520  -0.362
Si -1.7867 -2.2134 0.0618  0.821
Cl -1.9505 -1.9238 -1.9511  -0.386
Cl -0.3761 -3.6688 0.3777  -0.399
H 2.7652 0.5931 -0.1886  -0.080
H 1.1074 -0.2239 -1.6620  -0.103
H 0.5858 1.8574 -0.4964  -0.118
H -1.5171 0.9977 0.7776  -0.143
H -2.9754 -3.1202 0.2248  -0.119


The structure with the greatest stability is arrangement two.